63
Properties=species:S:1:pos:R:3 method="wB97M-V/def2-TZVPD" mol_weight_g_mol=679.38 e_above_lowest_ev=0.716 orbital_gap_ha="0.2683 / 0.2681" spin_multiplicity=3 homo_energy_ev="-14.5 / -14.8" charge=+2 s2=2.0164
W -0.397 -0.453 0.760
C -0.859 -4.670 -0.573
C -0.751 -3.513 0.196
N -0.773 -2.298 -0.342
C -0.823 -2.178 -1.696
C -0.958 -3.289 -2.537
C -0.990 -4.560 -1.936
C -1.003 -3.091 -3.955
C -0.849 -1.860 -4.488
C -0.623 -0.720 -3.650
C -0.332 0.559 -4.153
C -0.037 1.578 -3.280
C -0.071 1.333 -1.909
N -0.393 0.150 -1.394
C -0.633 -0.879 -2.258
H -0.835 -5.631 -0.079
H -0.642 -3.578 1.273
H -1.086 -5.443 -2.555
H -1.138 -3.957 -4.589
H -0.860 -1.716 -5.560
H -0.314 0.723 -5.223
H 0.228 2.565 -3.632
H 0.161 2.132 -1.218
N 0.998 1.153 1.293
N 2.179 0.989 0.519
C 2.479 -0.368 0.220
O 3.535 -0.710 -0.197
O 1.422 -1.146 0.431
H 0.620 2.087 1.131
H 1.177 1.045 2.298
H 2.971 1.540 0.830
C -3.494 5.366 3.132
C -3.136 4.393 2.046
C -3.241 4.783 0.713
C -2.942 3.919 -0.327
C -2.497 2.638 -0.047
C -2.372 2.251 1.277
N -1.889 0.916 1.609
C -2.759 -0.222 1.397
C -3.861 -0.149 0.528
C -4.626 -1.269 0.311
C -4.321 -2.481 0.947
C -3.234 -2.563 1.780
C -2.406 -1.447 2.015
C -1.224 -1.676 2.968
O -1.125 -2.684 3.596
O -0.324 -0.706 2.827
C -2.708 3.090 2.342
C -2.614 2.592 3.761
H -3.685 6.351 2.714
H -2.695 5.464 3.866
H -4.394 5.050 3.662
H -3.578 5.786 0.489
H -3.062 4.239 -1.353
H -2.311 1.937 -0.848
H -1.592 0.902 2.587
H -4.127 0.798 0.080
H -5.490 -1.204 -0.336
H -4.959 -3.340 0.795
H -2.989 -3.472 2.314
H -3.132 1.638 3.894
H -3.070 3.290 4.456
H -1.576 2.463 4.088